# 1
This record from the Open Molecules 2025 dataset describes a structure of composition C43H44IN4O3P2Zr. The level of theory is ωB97M-V with the def2-TZVPD basis set.

Max |F|, eV/A: 6.06
Multiplicity: 1
HOMO-LUMO gap, eV: 5.6
Lowest unoccupied orbital energy, eV: -7.392
Net charge: +3

CARTESIAN COORDINATES (ANGSTROEM)
1 Zr -6.145 2.062 2.030
2 C -5.211 -2.159 0.076
3 C -6.687 -1.817 0.212
4 N -7.440 -2.685 -0.321
5 C -8.803 -2.529 -0.213
6 C -9.373 -1.448 0.512
7 C -10.831 -1.198 0.579
8 O -11.183 0.146 0.195
9 C -8.437 -0.540 1.112
10 C -8.993 0.505 1.939
11 N -8.285 1.505 2.441
12 C -8.618 2.585 3.109
13 C -9.847 2.833 3.805
14 C -10.033 3.956 4.423
15 C -8.956 4.912 4.662
16 C -7.766 4.685 3.950
17 C -7.606 3.565 3.114
18 I -4.026 1.718 3.650
19 C -7.089 -0.705 0.996
20 O -6.221 0.097 1.498
21 H -4.596 -1.351 -0.450
22 H -5.104 -3.107 -0.431
23 H -4.748 -2.208 1.029
24 H -9.455 -3.249 -0.749
25 H -11.214 -1.257 1.619
26 H -11.303 -1.979 0.030
27 H -11.755 0.159 -0.556
28 H -10.123 0.464 2.056
29 H -10.540 2.026 3.905
30 H -10.962 4.117 4.855
31 H -9.021 5.740 5.286
32 H -6.910 5.438 3.928
33 C 6.338 -0.992 -4.133
34 C 6.137 -2.482 -3.687
35 P 6.201 -2.422 -1.892
36 C 4.572 -2.810 -1.262
37 C 3.798 -3.768 -1.939
38 C 2.625 -4.220 -1.325
39 C 2.245 -3.786 -0.072
40 C 3.025 -2.844 0.592
41 C 4.226 -2.368 -0.001
42 C 7.560 -3.379 -1.283
43 C 7.302 -4.466 -0.400
44 C 8.387 -5.291 -0.068
45 C 9.657 -4.943 -0.530
46 C 9.858 -3.824 -1.335
47 C 8.801 -3.036 -1.749
48 C 7.301 -0.200 -3.252
49 P 6.653 -0.291 -1.516
50 C 5.330 0.909 -1.008
51 C 4.545 1.587 -1.980
52 C 3.620 2.554 -1.605
53 C 3.322 2.712 -0.258
54 C 4.022 1.924 0.667
55 C 5.048 1.076 0.299
56 C 7.869 -0.155 -0.199
57 C 8.671 0.977 -0.309
58 C 9.308 1.450 0.867
59 C 9.175 0.745 2.064
60 C 8.448 -0.436 2.138
61 C 7.747 -0.861 1.044
62 H 5.323 -0.534 -4.104
63 H 6.593 -0.944 -5.216
64 H 7.025 -3.081 -3.901
65 H 5.241 -2.887 -4.203
66 H 4.100 -4.052 -2.920
67 H 1.965 -4.950 -1.846
68 H 1.359 -4.157 0.354
69 H 2.669 -2.457 1.573
70 H 4.733 -1.542 0.505
71 H 6.280 -4.660 -0.013
72 H 8.170 -6.249 0.405
73 H 10.447 -5.602 -0.249
74 H 10.879 -3.657 -1.660
75 H 9.113 -2.123 -2.247
76 H 7.377 0.859 -3.475
77 H 8.322 -0.598 -3.193
78 H 4.765 1.392 -3.042
79 H 3.103 3.194 -2.335
80 H 2.553 3.414 0.036
81 H 3.836 2.000 1.736
82 H 5.584 0.586 1.125
83 H 8.790 1.637 -1.193
84 H 9.944 2.350 0.767
85 H 9.659 1.110 2.945
86 H 8.466 -1.015 3.045
87 H 7.198 -1.792 1.007
88 C -8.154 5.057 -1.785
89 N -7.473 3.956 -1.098
90 C -6.442 4.161 -0.303
91 N -5.840 5.337 -0.173
92 O -5.981 3.150 0.354
93 H -8.828 4.618 -2.487
94 H -7.440 5.619 -2.418
95 H -8.724 5.679 -1.066
96 H -7.569 2.949 -1.383
97 H -6.247 6.231 -0.351
98 H -5.306 5.362 0.650

# 2
This record from the Open Molecules 2025 dataset describes a structure of composition C43H44N2S2Sb2W. The level of theory is ωB97M-V with the def2-TZVPD basis set.

<S²>: 2.049
Max |F|, eV/A: 1.37
Multiplicity: 3
HOMO-LUMO gap (alpha / beta), eV: 5.7 / 6.8
Lowest unoccupied orbital energy (alpha / beta), eV: -7.167 / -6.621
Net charge: +2

CARTESIAN COORDINATES (ANGSTROEM)
1 W -0.368 0.842 -0.565
2 C 2.839 1.288 -0.910
3 N 1.576 1.653 -1.604
4 C 1.489 3.160 -1.523
5 C 0.083 3.662 -1.665
6 N -0.768 3.100 -0.564
7 C -0.405 3.754 0.740
8 C -2.193 3.377 -0.800
9 C -2.630 4.611 -1.245
10 C -3.992 4.836 -1.403
11 C -4.911 3.839 -1.100
12 C -4.471 2.613 -0.623
13 C -3.107 2.386 -0.478
14 S -2.543 0.836 0.174
15 C 1.649 1.248 -3.030
16 C 2.848 1.341 -3.725
17 C 2.904 0.973 -5.060
18 C 1.760 0.519 -5.703
19 C 0.563 0.441 -5.012
20 C 0.503 0.814 -3.672
21 S -1.041 0.692 -2.817
22 H 3.648 1.956 -1.206
23 H 2.691 1.388 0.161
24 H 3.105 0.270 -1.165
25 H 1.911 3.450 -0.563
26 H 2.119 3.592 -2.301
27 H 0.085 4.751 -1.620
28 H -0.360 3.355 -2.610
29 H -0.457 4.838 0.632
30 H -1.117 3.434 1.495
31 H 0.591 3.458 1.054
32 H -1.932 5.406 -1.474
33 H -4.333 5.798 -1.761
34 H -5.970 4.018 -1.228
35 H -5.176 1.832 -0.367
36 H 3.749 1.695 -3.243
37 H 3.842 1.041 -5.594
38 H 1.800 0.223 -6.743
39 H -0.333 0.080 -5.501
40 C 2.169 -1.192 2.198
41 C 3.044 -1.535 0.997
42 C 2.398 -2.217 -0.219
43 Sb 0.378 -1.801 -0.788
44 C 0.381 -2.643 -2.725
45 C 1.520 -3.300 -3.187
46 C 1.507 -3.934 -4.423
47 C 0.355 -3.925 -5.195
48 C -0.788 -3.283 -4.732
49 C -0.779 -2.640 -3.501
50 C -0.642 -3.312 0.242
51 C -1.952 -3.591 -0.141
52 C -2.645 -4.620 0.481
53 C -2.033 -5.357 1.489
54 C -0.729 -5.074 1.871
55 C -0.028 -4.050 1.244
56 Sb 0.543 0.201 1.989
57 C 0.870 1.654 3.484
58 C 2.116 1.839 4.079
59 C 2.238 2.707 5.160
60 C 1.123 3.379 5.638
61 C -0.121 3.194 5.043
62 C -0.253 2.329 3.966
63 C -0.799 -1.006 3.106
64 C -2.051 -1.451 2.703
65 C -2.813 -2.253 3.547
66 C -2.327 -2.605 4.797
67 C -1.076 -2.156 5.207
68 C -0.316 -1.356 4.368
69 H 2.786 -0.809 3.011
70 H 1.642 -2.064 2.581
71 H 3.830 -2.205 1.357
72 H 3.574 -0.645 0.677
73 H 2.383 -3.301 -0.096
74 H 2.993 -2.026 -1.113
75 H 2.428 -3.331 -2.598
76 H 2.396 -4.441 -4.777
77 H 0.344 -4.427 -6.154
78 H -1.691 -3.288 -5.330
79 H -1.679 -2.142 -3.165
80 H -2.444 -3.024 -0.924
81 H -3.659 -4.847 0.177
82 H -2.574 -6.159 1.974
83 H -0.251 -5.651 2.652
84 H 0.991 -3.850 1.552
85 H 3.000 1.329 3.713
86 H 3.203 2.853 5.627
87 H 1.220 4.047 6.484
88 H -0.990 3.713 5.426
89 H -1.236 2.161 3.539
90 H -2.449 -1.214 1.724
91 H -3.785 -2.602 3.223
92 H -2.923 -3.224 5.455
93 H -0.696 -2.423 6.185
94 H 0.647 -1.002 4.721

# 3
This record from the Open Molecules 2025 dataset describes a structure of composition C43H44N6O2Pd. The level of theory is ωB97M-V with the def2-TZVPD basis set.

<S²>: 6.095
Max |F|, eV/A: 1.67
Energy relative to the best compared isomer or geometry (same formula, charge and spin), kJ/mol: 130.5
Multiplicity: 5
HOMO-LUMO gap (alpha / beta), eV: 4.9 / 4.4
Lowest unoccupied orbital energy (alpha / beta), eV: -6.299 / -8.550
Net charge: +2

CARTESIAN COORDINATES (ANGSTROEM)
1 Pd 0.416 -0.079 -0.404
2 C 1.914 4.219 -1.887
3 C 1.638 2.751 -1.837
4 N 0.436 2.255 -2.103
5 N -1.925 1.949 -2.522
6 C -1.856 0.664 -2.477
7 O -0.839 -0.113 -2.156
8 C -3.097 -0.059 -2.892
9 C -3.508 -1.211 -2.227
10 C -4.646 -1.889 -2.634
11 C -5.373 -1.432 -3.724
12 C -4.971 -0.280 -4.386
13 C -3.844 0.410 -3.967
14 C 2.631 1.809 -1.475
15 C 3.995 2.168 -1.336
16 C 4.947 1.208 -1.162
17 C 4.561 -0.150 -1.144
18 C 3.229 -0.446 -1.191
19 N 2.256 0.487 -1.290
20 H 1.068 4.767 -2.291
21 H 2.782 4.431 -2.510
22 H 2.120 4.604 -0.885
23 H -2.957 -1.545 -1.357
24 H -4.974 -2.773 -2.101
25 H -6.255 -1.965 -4.051
26 H -5.536 0.083 -5.234
27 H -3.531 1.317 -4.466
28 H 4.269 3.212 -1.397
29 H 5.990 1.480 -1.069
30 H 5.292 -0.943 -1.090
31 H 2.894 -1.477 -1.154
32 C -1.380 -4.959 -0.877
33 C -1.218 -3.831 -1.873
34 N -0.844 -2.605 -1.160
35 C -1.359 -2.308 0.071
36 N -1.155 -1.079 0.516
37 C -1.808 -0.676 1.754
38 C -1.766 -1.821 2.754
39 C -2.463 -3.021 2.146
40 N -2.008 -3.249 0.773
41 C -2.395 -4.527 0.165
42 H -0.421 -5.181 -0.402
43 H -1.727 -5.862 -1.376
44 H -2.157 -3.670 -2.412
45 H -0.443 -4.043 -2.607
46 H -0.859 -1.780 -1.766
47 H -2.847 -0.401 1.540
48 H -1.313 0.214 2.135
49 H -2.249 -1.546 3.690
50 H -0.723 -2.074 2.964
51 H -3.547 -2.881 2.149
52 H -2.248 -3.923 2.720
53 H -3.386 -4.436 -0.289
54 H -2.465 -5.261 0.967
55 C -1.438 3.511 1.597
56 C -1.051 2.859 0.297
57 O -0.576 1.707 0.359
58 C -1.246 3.585 -0.939
59 C -1.852 4.824 -0.973
60 C -2.000 5.537 -2.159
61 C -1.489 5.034 -3.386
62 C -0.897 3.825 -3.438
63 C -0.868 2.896 -2.247
64 H -1.174 2.857 2.425
65 H -2.511 3.708 1.624
66 H -0.923 4.465 1.712
67 H -2.220 5.269 -0.057
68 H -2.484 6.504 -2.144
69 H -1.572 5.637 -4.280
70 H -0.508 3.410 -4.359
71 H 0.317 1.258 -1.976
72 C 4.639 -3.809 3.701
73 C 3.752 -4.517 2.887
74 C 2.843 -3.830 2.118
75 C 2.775 -2.416 2.170
76 C 3.704 -1.717 2.978
77 C 4.614 -2.414 3.737
78 C 1.772 -1.788 1.372
79 C 1.397 -0.463 1.321
80 C 1.552 0.559 2.305
81 C 1.363 0.259 3.672
82 C 1.501 1.242 4.629
83 C 1.861 2.532 4.251
84 C 2.058 2.844 2.907
85 C 1.877 1.879 1.939
86 H 5.367 -4.348 4.293
87 H 3.784 -5.597 2.854
88 H 2.157 -4.370 1.478
89 H 3.716 -0.637 2.981
90 H 5.325 -1.880 4.353
91 H 1.299 -2.472 0.668
92 H 1.095 -0.748 3.965
93 H 1.338 1.006 5.672
94 H 1.991 3.296 5.006
95 H 2.344 3.847 2.623
96 H 2.023 2.122 0.897

# 4
This record from the Open Molecules 2025 dataset describes a structure of composition C43H45B2Cl2N7O14Zn. The level of theory is ωB97M-V with the def2-TZVPD basis set.

Max |F|, eV/A: 3.90
Multiplicity: 1
HOMO-LUMO gap, eV: 0.7
Lowest unoccupied orbital energy, eV: -5.236

CARTESIAN COORDINATES (ANGSTROEM)
1 Zn 0.460 -1.914 -0.836
2 B 0.637 -0.007 0.022
3 H 8.597 11.236 0.265
4 H -3.611 5.338 -7.677
5 H 13.358 -5.732 -5.801
6 H -13.157 1.701 -1.822
7 B 0.213 -3.610 0.226
8 H 0.024 7.834 15.149
9 H 6.564 -2.575 12.678
10 H 3.728 -4.488 12.526
11 H 5.181 -1.724 6.217
12 C -3.476 -0.487 -6.194
13 C -2.195 -0.050 -5.974
14 C -1.443 -0.520 -4.894
15 C -2.009 -1.567 -4.137
16 C -3.274 -2.054 -4.410
17 C -3.976 -1.562 -5.521
18 N -1.382 -1.978 -2.895
19 O -0.563 -1.202 -2.432
20 O -1.558 -3.074 -2.365
21 H -4.082 0.119 -6.883
22 H -1.824 0.885 -6.383
23 H -0.519 -0.007 -4.672
24 H -3.745 -2.731 -3.675
25 H -5.005 -1.829 -5.590
26 C 5.532 -4.770 -5.054
27 C 4.738 -3.981 -5.940
28 C 3.791 -3.101 -5.399
29 C 3.681 -3.122 -4.054
30 C 4.545 -3.707 -3.114
31 C 5.471 -4.587 -3.666
32 N 2.488 -2.376 -3.480
33 O 2.086 -2.817 -2.426
34 O 2.070 -1.453 -4.053
35 H 6.251 -5.525 -5.509
36 H 4.861 -4.146 -6.992
37 H 3.032 -2.590 -6.001
38 H 4.371 -3.609 -2.036
39 H 6.104 -5.219 -3.038
40 C -3.593 2.503 1.863
41 C -4.475 2.132 2.890
42 C -4.119 1.097 3.776
43 C -2.951 0.406 3.624
44 C -2.153 0.674 2.506
45 C -2.460 1.740 1.680
46 N -2.695 -0.704 4.500
47 O -1.735 -1.422 4.304
48 O -3.593 -0.947 5.305
49 H -3.709 3.385 1.174
50 H -5.410 2.681 3.048
51 H -4.745 0.785 4.604
52 H -1.265 0.090 2.368
53 H -1.771 1.982 0.857
54 C -1.732 1.465 -1.874
55 C -3.038 1.410 -2.408
56 C -3.291 2.083 -3.601
57 C -2.280 2.717 -4.286
58 C -1.017 2.727 -3.822
59 C -0.706 2.039 -2.630
60 N -2.678 3.319 -5.616
61 O -1.816 3.898 -6.225
62 O -3.804 3.193 -6.049
63 H -1.548 0.953 -0.919
64 H -3.867 0.830 -1.941
65 H -4.320 2.073 -4.026
66 H -0.154 3.228 -4.321
67 H 0.256 2.027 -2.230
68 C 2.600 -2.572 2.962
69 C 3.843 -2.571 2.278
70 C 4.711 -1.492 2.419
71 C 4.268 -0.351 3.077
72 C 3.067 -0.340 3.774
73 C 2.235 -1.467 3.724
74 N 5.175 0.891 3.105
75 O 6.254 0.795 2.572
76 O 4.708 1.863 3.641
77 H 1.997 -3.469 2.837
78 H 4.091 -3.442 1.697
79 H 5.630 -1.481 1.820
80 H 2.729 0.609 4.224
81 H 1.233 -1.397 4.152
82 C 1.730 7.235 2.900
83 C 2.018 6.390 4.009
84 C 1.756 5.047 3.986
85 C 1.156 4.524 2.816
86 C 0.930 5.274 1.733
87 C 1.280 6.661 1.749
88 N 0.738 3.075 2.770
89 O 0.639 2.520 3.843
90 O 0.632 2.551 1.640
91 H 1.994 8.306 2.857
92 H 2.551 6.860 4.838
93 H 1.936 4.326 4.740
94 H 0.485 4.818 0.866
95 H 1.192 7.232 0.792
96 C -4.308 -5.211 3.398
97 C -5.086 -5.379 2.270
98 C -4.988 -4.550 1.130
99 C -3.966 -3.656 1.133
100 C -3.042 -3.600 2.153
101 C -3.210 -4.362 3.330
102 N -3.772 -2.720 -0.077
103 O -4.442 -2.975 -1.061
104 O -2.981 -1.821 -0.021
105 H -4.564 -5.798 4.272
106 H -5.899 -6.010 2.214
107 H -5.732 -4.576 0.322
108 H -2.201 -2.992 2.067
109 H -2.530 -4.255 4.168
110 C 2.664 2.462 -0.741
111 Cl 3.104 1.377 -2.000
112 Cl 3.978 2.973 0.218
113 H 2.209 3.344 -1.158
114 H 1.892 1.990 -0.147